DFT (ωB97M-V/def2-TZVPD) results for a 2-piece molecular cluster, C3H7NO3S overall at a distorted geometry.

Computed properties:
Relative energy (zero: lowest compared OMol25 entry of this formula, charge and spin) ... 30.1 kcal per mole
E_HOMO ... 0.5 eV
Total charge ... -2

Each line ends with the Mulliken charge.
Positions of all 15 atoms, in Å:
O 1.310 -1.441 -0.325  -0.79
C 0.368 -0.724 -0.829  0.21
O -0.088 -0.867 -1.971  -0.73
C -0.262 0.322 0.126  0.41
C -1.337 -0.579 0.810  -0.93
S -3.178 -0.232 0.973  -0.79
N -0.682 1.460 -0.681  -0.71
H 0.524 0.639 0.848  0.38
H -1.328 -1.584 0.384  0.21
H -1.008 -0.757 1.827  0.25
H -1.128 2.121 -0.057  0.26
H -1.293 1.055 -1.385  0.27
H 2.584 0.890 -0.244  0.30
H 2.419 -0.546 0.304  0.43
O 3.101 0.243 0.220  -0.77

DFT (ωB97M-V/def2-TZVPD) results for an isolated molecule of C3H5FO at a distorted geometry.

Computed properties:
Relative energy (zero: lowest compared OMol25 entry of this formula, charge and spin) ... 16.4 kcal per mole
E_HOMO ... -9.8 eV
SMILES ... CC(=O)CF

Each line ends with the Mulliken charge.
Positions of all 10 atoms, in Å:
C -0.673 -1.047 0.146  -0.93
C -0.612 0.386 -0.191  0.62
O -1.475 1.187 -0.387  -0.51
C 0.875 0.954 -0.117  -0.28
F 1.871 0.094 -0.420  -0.28
H -0.641 -1.669 -0.871  0.23
H 0.145 -1.371 0.814  0.33
H -1.676 -1.239 0.577  0.32
H 1.024 0.815 0.981  0.18
H 1.163 1.890 -0.532  0.33

DFT (ωB97M-V/def2-TZVPD) results for a 10-piece molecular cluster, C39H75FO30 overall at a distorted geometry.

Computed properties:
E_HOMO ... -10.4 eV
SMILES ... O=C1OC[C@@H](F)O1.CCOC(=O)OC.CCOC(=O)OC.CCOC(=O)OC.CCOC(=O)OC.CCOC(=O)OC.CCOC(=O)OC.CCOC(=O)OC.CCOC(=O)OC.CCOC(=O)OC

Each line ends with the Mulliken charge.
Positions of all 145 atoms, in Å:
O 2.291 3.969 -2.467  -0.52
C 1.797 4.891 -1.878  0.64
O 0.976 5.791 -2.467  -0.30
C 0.909 6.973 -1.662  -0.39
C 1.253 6.412 -0.266  0.27
F 0.084 6.064 0.350  -0.26
O 1.988 5.206 -0.586  -0.31
H 1.400 7.872 -2.035  0.30
H -0.114 7.335 -1.563  0.28
H 1.778 7.149 0.342  0.27
C -2.199 1.418 -0.116  -1.06
C -1.671 0.400 0.875  -0.27
O -0.605 -0.333 0.299  -0.20
C -0.066 -1.412 0.975  0.70
O -0.166 -1.548 2.219  -0.60
O 0.638 -2.146 0.151  -0.28
C 1.516 -3.087 0.667  -0.69
H -1.926 2.442 0.142  0.23
H -3.288 1.368 -0.089  0.33
H -2.002 1.116 -1.144  0.33
H -2.455 -0.339 1.042  0.28
H -1.412 0.772 1.866  0.37
H 0.976 -4.029 0.765  0.30
H 1.901 -2.845 1.657  0.33
H 2.297 -3.295 -0.064  0.23
C -3.793 1.633 6.616  -1.12
C -4.482 1.703 5.304  -0.18
O -3.833 2.740 4.566  -0.26
C -4.419 3.918 4.474  0.71
O -5.565 4.180 4.792  -0.60
O -3.606 4.761 3.841  -0.26
C -4.031 6.070 3.322  -0.65
H -3.677 2.586 7.134  0.31
H -2.792 1.219 6.493  0.28
H -4.441 1.058 7.277  0.37
H -5.528 1.924 5.515  0.28
H -4.465 0.736 4.801  0.30
H -4.198 6.057 2.245  0.27
H -3.191 6.757 3.432  0.21
H -4.943 6.391 3.825  0.34
C 1.349 -5.900 12.187  -0.95
C 1.032 -6.581 10.817  -0.29
O 1.812 -5.949 9.744  -0.30
C 1.451 -4.822 9.131  0.72
O 0.541 -4.006 9.428  -0.59
O 2.360 -4.658 8.131  -0.30
C 2.523 -3.417 7.361  -0.62
H 1.318 -4.816 12.073  0.29
H 2.354 -6.266 12.398  0.27
H 0.589 -6.226 12.897  0.33
H -0.042 -6.464 10.668  0.31
H 1.180 -7.661 10.805  0.32
H 3.270 -3.474 6.569  0.26
H 2.571 -2.553 8.023  0.28
H 1.638 -3.406 6.725  0.27
C -9.288 0.187 -0.806  -1.03
C -9.523 -0.619 0.441  -0.21
O -9.128 0.056 1.649  -0.30
C -10.097 0.812 2.350  0.66
O -11.289 0.894 1.972  -0.58
O -9.466 1.663 3.206  -0.24
C -10.200 2.614 3.977  -0.69
H -9.708 -0.243 -1.715  0.35
H -8.230 0.347 -1.012  0.27
H -9.743 1.169 -0.675  0.29
H -8.942 -1.541 0.406  0.29
H -10.568 -0.929 0.465  0.32
H -9.778 2.877 4.947  0.25
H -11.233 2.281 4.081  0.33
H -10.295 3.542 3.414  0.29
C -1.340 1.811 -10.934  -0.92
C -2.182 0.499 -10.524  -0.29
O -2.368 0.516 -9.110  -0.31
C -1.437 -0.103 -8.391  0.79
O -0.601 -0.900 -8.762  -0.59
O -1.572 0.259 -7.124  -0.32
C -0.793 -0.352 -6.067  -0.66
H -1.816 2.756 -10.671  0.29
H -1.028 1.746 -11.977  0.36
H -0.452 1.758 -10.305  0.21
H -1.672 -0.382 -10.914  0.32
H -3.141 0.497 -11.042  0.31
H -0.242 0.425 -5.536  0.20
H -0.099 -1.043 -6.546  0.35
H -1.358 -0.893 -5.309  0.26
C 2.067 4.279 -8.225  -1.15
C 0.967 4.751 -7.228  0.02
O -0.065 5.468 -7.897  -0.32
C -1.374 5.508 -7.612  0.77
O -2.263 6.003 -8.318  -0.62
O -1.565 4.966 -6.446  -0.29
C -2.800 4.915 -5.823  -0.69
H 1.667 3.808 -9.123  0.29
H 2.664 3.513 -7.730  0.39
H 2.873 4.983 -8.434  0.33
H 1.406 5.391 -6.462  0.21
H 0.625 3.848 -6.722  0.21
H -3.114 5.932 -5.590  0.31
H -2.825 4.217 -4.986  0.23
H -3.528 4.633 -6.584  0.32
C 5.786 -12.280 -4.173  -1.10
C 4.240 -12.170 -4.239  -0.24
O 3.728 -10.936 -3.775  -0.27
C 2.701 -10.886 -2.846  0.73
O 2.073 -11.774 -2.317  -0.55
O 2.496 -9.602 -2.474  -0.33
C 1.377 -9.232 -1.580  -0.60
H 6.031 -13.291 -4.498  0.36
H 6.230 -12.155 -3.185  0.32
H 6.273 -11.725 -4.975  0.29
H 3.920 -13.065 -3.705  0.29
H 3.941 -12.380 -5.266  0.29
H 1.175 -8.161 -1.594  0.24
H 1.504 -9.585 -0.557  0.27
H 0.481 -9.657 -2.031  0.29
C 8.858 1.752 -1.045  -1.14
C 9.144 0.230 -0.821  -0.27
O 8.068 -0.397 -1.391  -0.24
C 7.915 -1.733 -1.439  0.71
O 8.752 -2.558 -1.005  -0.59
O 6.694 -2.062 -1.915  -0.33
C 5.737 -1.173 -2.456  -0.53
H 9.589 2.287 -0.439  0.38
H 7.933 2.069 -0.564  0.30
H 8.763 2.112 -2.069  0.31
H 9.226 -0.054 0.228  0.32
H 10.117 -0.009 -1.251  0.31
H 6.119 -0.499 -3.223  0.28
H 5.311 -0.586 -1.642  0.24
H 4.874 -1.703 -2.860  0.25
C 0.968 5.031 6.055  -1.22
C 1.627 4.137 5.043  -0.01
O 2.743 3.571 5.688  -0.28
C 3.616 2.721 5.010  0.62
O 4.456 2.125 5.609  -0.54
O 3.401 2.791 3.676  -0.25
C 4.098 2.021 2.752  -0.62
H 0.159 5.593 5.587  0.36
H 1.719 5.745 6.393  0.33
H 0.587 4.405 6.862  0.30
H 1.881 4.675 4.131  0.23
H 0.951 3.333 4.751  0.27
H 5.152 2.286 2.832  0.29
H 3.648 2.210 1.777  0.22
H 3.913 0.984 3.031  0.29

DFT (ωB97M-V/def2-TZVPD) results for an isolated molecule of C3H3F2NO at a distorted geometry.

Computed properties:
Relative energy (zero: lowest compared OMol25 entry of this formula, charge and spin) ... 106.1 kcal per mole
E_HOMO ... -9.1 eV

Each line ends with the Mulliken charge.
Positions of all 10 atoms, in Å:
C 0.960 1.002 -1.814  0.29
C 0.039 0.599 0.216  -0.37
C 0.839 -0.504 -0.418  -0.05
N 0.137 1.416 -0.908  0.29
O 1.532 1.059 -2.853  -0.45
F 1.986 -0.906 0.009  -0.23
F -0.641 2.797 -0.982  -0.36
H -0.978 0.171 0.380  0.27
H 0.628 1.175 0.967  0.28
H 0.417 -1.414 -0.991  0.33